--- w ---
A cluster of 3 separate species, C5H16N2O2 in total, computed with the ωB97M-V functional and the def2-TZVPD basis.

Structure (XYZ):
```
25
Properties=species:S:1:pos:R:3
C 0.825 -0.868 -2.675
C 0.482 -0.815 -1.174
C 1.716 -1.132 -0.330
N -0.572 -1.758 -0.807
O -0.004 0.476 -0.888
H 1.157 -1.865 -2.958
H -0.054 -0.604 -3.260
H 1.613 -0.154 -2.897
H 2.481 -0.376 -0.493
H 2.120 -2.106 -0.593
H 1.440 -1.137 0.721
H -0.278 -2.709 -0.995
H -1.406 -1.567 -1.351
H 0.504 0.842 -0.142
N -1.096 2.635 0.733
C 0.018 2.623 1.470
O 0.993 1.941 1.232
H -1.897 3.187 0.990
H -1.161 1.990 -0.042
H -0.011 3.315 2.326
C -1.374 -0.381 2.224
H -1.205 -0.655 1.194
H -1.610 -1.270 2.792
H -2.202 0.313 2.291
H -0.481 0.075 2.632
```

**SMILES string**: CC(C)(N)O.NC=O.C
**LUMO**: 0.916 eV
**Orbital gap**: 10.142 eV

=====

--- x ---
A structure of composition C5H16N2O2, computed with the ωB97M-V functional and the def2-TZVPD basis.

Structure (XYZ):
```
25
Properties=species:S:1:pos:R:3
C -2.053 -1.116 0.167
C -1.794 1.324 0.254
N -1.750 0.066 0.963
O -0.737 -0.097 1.825
O -3.391 -1.115 -0.266
H 0.321 -0.310 1.272
H -3.956 -1.093 0.517
H -1.437 -1.129 -0.742
H -1.810 -1.977 0.797
H -2.769 1.419 -0.222
H -1.013 1.342 -0.523
H -1.650 2.134 0.967
C 1.448 -0.502 -1.665
C 1.635 -0.860 1.058
C 1.740 1.504 -0.404
N 1.002 0.267 -0.531
H 1.518 2.160 -1.257
H 1.253 0.052 -2.594
H 0.897 -1.443 -1.721
H 2.527 -0.728 -1.632
H 1.435 -1.846 0.646
H 2.657 -0.579 0.816
H 1.658 -0.854 2.153
H 1.438 2.025 0.505
H 2.832 1.357 -0.384
```

**LUMO (alpha / beta)**: -0.305 / -0.299 eV
**Orbital gap (alpha / beta)**: 7.269 / 7.282 eV

=====

w (162.0 kcal/mol below the next structure)

=====

--- w ---
A cluster of 3 separate species, C5H16N2O2 in total, computed with the ωB97M-V functional and the def2-TZVPD basis.

Structure (XYZ):
```
25
Properties=species:S:1:pos:R:3
C -1.944 1.598 0.363
C -1.733 0.432 -0.574
O -0.889 0.505 -1.514
O -2.904 -0.229 -0.811
H -2.442 2.389 -0.194
H -2.573 1.299 1.198
H -0.980 1.972 0.703
H -2.793 -0.738 -1.627
C 2.613 -0.438 -0.343
C 1.656 0.758 -0.335
N 1.632 1.517 0.922
H 2.644 -0.897 -1.331
H 3.634 -0.147 -0.075
H 2.295 -1.197 0.375
H 0.531 0.629 -0.872
H 2.009 1.466 -1.093
H 1.391 0.905 1.698
H 2.550 1.897 1.135
C -0.733 -2.167 0.033
N -0.805 -0.839 0.637
H -1.723 -2.621 0.023
H -0.029 -2.822 0.556
H -0.391 -2.040 -0.995
H -1.171 -0.875 1.582
H 0.152 -0.355 0.542
```

**SMILES string**: CC(=O)O.CCN.CN
**LUMO**: 0.773 eV
**Orbital gap**: 9.442 eV

=====

--- x ---
A cluster of 2 separate species, C5H16N2O2 in total, computed with the ωB97M-V functional and the def2-TZVPD basis.

Structure (XYZ):
```
25
Properties=species:S:1:pos:R:3
C 0.846 -1.441 2.438
N -0.527 -1.148 2.054
C -0.841 -1.253 0.628
C -0.809 0.102 -0.115
N -2.174 0.439 -0.504
C 0.180 0.101 -1.286
C 1.640 0.175 -0.909
O 2.443 0.699 -1.976
H 0.975 -1.122 3.470
H 1.117 -2.501 2.333
H 1.519 -0.881 1.792
H -1.194 -1.653 2.628
H -0.125 -1.925 0.146
H -1.836 -1.686 0.566
H -0.493 0.872 0.586
H -2.334 1.312 -0.981
H -2.738 -0.320 -0.849
H -0.026 -0.661 -2.047
H -0.101 1.001 -1.859
H 1.790 0.878 -0.086
H 2.025 -0.812 -0.625
H 2.414 0.095 -2.732
O -0.795 3.535 -1.076
H 0.136 3.297 -1.178
H -1.092 2.897 -0.418
```

**SMILES string**: CNC[C@H](N)CCO.O
**LUMO**: 0.791 eV
**Orbital gap**: 9.532 eV

=====

x (8.5 kcal/mol below the next structure)

=====

--- w ---
A cluster of 2 separate species, C5H16N2O in total, computed with the ωB97M-V functional and the def2-TZVPD basis.

Structure (XYZ):
```
24
Properties=species:S:1:pos:R:3
C 1.981 -0.439 2.068
C 1.813 0.627 0.931
C 1.008 0.063 -0.211
C -0.363 0.698 -0.366
N -0.245 2.105 -0.895
C -1.230 0.122 -1.476
N -2.556 -0.120 -0.898
H 1.024 -0.954 2.287
H 2.685 -1.206 1.528
H 2.410 0.044 2.881
H 1.283 1.584 1.199
H 2.789 1.009 0.623
H 0.817 -1.001 -0.156
H 1.487 0.211 -1.128
H -0.911 0.774 0.564
H -1.055 2.737 -0.607
H 0.626 2.449 -0.641
H -1.415 0.693 -2.390
H -0.860 -1.007 -1.883
H -3.068 0.649 -0.527
H -3.135 -0.778 -1.264
O -1.113 -2.655 0.446
H -0.596 -2.145 -0.162
H -1.377 -3.461 0.074
```

**SMILES string**: CCC[C@@H](N)CN.O
**LUMO**: 0.992 eV
**Orbital gap**: 9.444 eV

=====

--- x ---
A cluster of 3 separate species, C5H16N2O in total, computed with the ωB97M-V functional and the def2-TZVPD basis.

Structure (XYZ):
```
24
Properties=species:S:1:pos:R:3
C -2.524 1.016 -0.142
C -1.230 0.185 -0.085
C -0.380 0.438 1.179
C 1.049 -0.153 1.122
C 2.049 0.874 0.636
N 1.642 1.368 -0.642
N -1.377 -1.165 -0.436
H -3.273 0.792 0.618
H -2.198 2.058 -0.065
H -2.962 0.898 -1.134
H -0.625 0.614 -0.882
H -0.268 1.510 1.351
H -1.005 0.039 1.990
H 0.985 -0.991 0.408
H 1.451 -0.591 2.039
H 2.158 1.667 1.393
H 3.018 0.352 0.506
H 2.226 2.164 -0.919
H -0.447 -3.856 -0.557
H -1.859 -1.683 0.304
H 0.098 -3.371 -0.445
H 0.577 -1.256 -2.077
H 1.472 -0.032 -1.826
O 1.421 -0.878 -2.336
```

**LUMO**: -3.673 eV
**Orbital gap**: 3.879 eV

=====

w (124.4 kcal/mol below the next structure)

=====

--- w ---
A cluster of 2 separate species, C5H16N2O in total, computed with the ωB97M-V functional and the def2-TZVPD basis.

Structure (XYZ):
```
24
Properties=species:S:1:pos:R:3
C 2.917 0.923 -1.142
N 1.575 0.516 -0.769
C 1.455 -0.696 0.018
C -0.041 -1.158 0.243
N -1.136 -0.187 0.264
C -1.574 0.245 -1.082
C -0.836 0.945 1.138
H 3.609 0.610 -0.360
H 3.270 0.482 -2.079
H 2.955 2.011 -1.187
H 0.959 0.549 -1.566
H 1.908 -1.504 -0.533
H 1.900 -0.572 0.993
H -0.055 -1.628 1.228
H -0.219 -1.892 -0.543
H -1.183 -0.420 -1.837
H -1.240 1.269 -1.276
H -2.660 0.286 -1.109
H -1.637 1.679 1.063
H -0.859 0.602 2.170
H 0.063 1.483 0.840
O -3.110 -1.582 1.930
H -3.350 -0.799 2.453
H -2.709 -1.162 1.141
```

**SMILES string**: CNCCN(C)C.O
**LUMO**: 0.824 eV
**Orbital gap**: 9.245 eV

=====

--- x ---
A cluster of 3 separate species, C5H16N2O in total, computed with the ωB97M-V functional and the def2-TZVPD basis.

Structure (XYZ):
```
24
Properties=species:S:1:pos:R:3
C -1.147 1.505 1.950
C -0.764 1.729 0.499
N -0.750 0.434 -0.243
C 0.098 -0.057 -2.544
C 0.446 -0.040 -1.001
C 0.889 -1.457 -0.439
N 1.732 -1.600 0.695
H -0.314 0.919 2.240
H -1.399 2.381 2.578
H -2.047 0.870 1.853
H 0.214 2.096 0.329
H -1.416 2.489 0.115
H -1.191 -0.378 0.257
H -0.384 -0.981 -2.913
H 1.049 -0.112 -3.106
H -0.473 0.762 -3.012
H 1.315 0.601 -0.800
H 1.382 -1.958 -1.250
H -0.026 -2.023 -0.337
H 1.711 -0.639 1.286
H 2.818 -1.715 0.447
H -1.425 -2.042 1.165
H 1.759 0.853 1.600
O -2.077 -1.636 0.632
```

**LUMO**: -4.047 eV
**Orbital gap**: 4.340 eV

=====

--- y ---
A cluster of 3 separate species, C5H16N2O in total, computed with the ωB97M-V functional and the def2-TZVPD basis.

Structure (XYZ):
```
24
Properties=species:S:1:pos:R:3
C 1.805 0.291 -0.416
N 0.348 0.609 -0.415
C 0.170 2.068 -0.105
C 0.317 -0.285 2.041
C -0.228 -0.236 0.641
C -0.362 -1.611 0.116
N -1.692 -2.044 0.458
H 1.820 -0.792 -0.537
H 2.255 0.491 0.560
H 2.348 0.769 -1.249
H 0.625 2.411 0.860
H -0.919 2.214 -0.057
H 0.544 2.716 -0.914
H 1.276 -0.802 2.167
H -0.466 -0.865 2.595
H 0.358 0.738 2.442
H -1.301 0.075 0.648
H -0.272 -1.493 -0.954
H 0.463 -2.288 0.421
H -1.926 -0.682 -0.866
H -1.944 -2.902 -0.066
H -1.794 0.375 -2.729
H -0.477 0.425 -1.961
O -0.949 0.819 -2.680
```

**LUMO**: -1.263 eV
**Orbital gap**: 8.107 eV

=====

w (105.0 kcal/mol below the next structure)

=====

--- w ---
A cluster of 2 separate species, C5H16N2O in total, computed with the ωB97M-V functional and the def2-TZVPD basis.

Structure (XYZ):
```
24
Properties=species:S:1:pos:R:3
C -0.907 -0.726 -2.698
C -1.290 0.363 -1.682
N -0.461 0.401 -0.509
C -0.857 1.292 0.587
C 0.072 1.142 1.797
N 0.019 -0.171 2.417
C 1.219 -1.002 2.210
H -1.239 -0.503 -3.702
H 0.144 -0.984 -2.570
H -1.365 -1.669 -2.370
H -1.305 1.297 -2.251
H -2.373 0.284 -1.463
H -0.424 -0.533 -0.109
H -0.793 2.297 0.169
H -1.895 1.100 0.909
H -0.197 1.909 2.532
H 1.057 1.438 1.418
H -0.787 -0.669 2.060
H 2.048 -0.673 2.834
H 1.503 -1.092 1.167
H 1.003 -1.930 2.760
O 2.162 -0.863 -1.278
H 3.081 -0.582 -1.166
H 1.584 -0.126 -1.063
```

**SMILES string**: CCNCCNC.O
**LUMO**: 1.009 eV
**Orbital gap**: 9.804 eV

=====

--- x ---
A cluster of 2 separate species, C5H16N2O in total, computed with the ωB97M-V functional and the def2-TZVPD basis.

Structure (XYZ):
```
24
Properties=species:S:1:pos:R:3
C -0.095 -1.280 0.711
N 0.326 -0.105 -0.072
C 0.048 1.191 0.585
C 1.337 1.775 1.175
C -0.517 2.179 -0.454
C -1.772 1.707 -1.164
N -1.484 0.783 -2.264
H -1.184 -1.235 0.808
H 0.111 -2.182 0.143
H 0.346 -1.344 1.704
H 1.315 -0.242 -0.228
H -0.724 1.055 1.348
H 1.443 2.836 0.968
H 2.201 1.436 0.592
H 1.464 1.498 2.222
H -0.792 3.016 0.188
H 0.269 2.414 -1.176
H -2.440 1.302 -0.384
H -2.337 2.538 -1.564
H -2.288 0.169 -2.395
H -0.811 0.109 -1.925
O 1.788 -4.964 0.961
H 2.492 -5.379 1.489
H 1.081 -5.017 1.619
```

**SMILES string**: CN[C@@H](C)CCN.O
**LUMO**: 0.722 eV
**Orbital gap**: 9.225 eV

=====

x (2.8 kcal/mol below the next structure)

=====

--- w ---
A cluster of 9 separate species, C9H36N18O9 in total, computed with the ωB97M-V functional and the def2-TZVPD basis.

Structure (XYZ):
```
72
Properties=species:S:1:pos:R:3
N 0.902 -3.450 -0.143
C 2.241 -3.530 0.046
N 2.873 -2.306 0.147
O 2.873 -4.575 0.188
H 0.331 -4.276 -0.203
H 0.657 -2.575 -0.580
H 3.763 -2.438 0.600
H 2.309 -1.481 0.341
N -0.867 -6.204 3.370
C -1.165 -5.217 2.479
N -1.389 -3.999 3.039
O -1.292 -5.432 1.275
H -0.714 -7.121 2.994
H -0.937 -6.048 4.356
H -1.528 -3.890 4.024
H -1.831 -3.345 2.400
N -4.495 0.717 0.560
C -4.190 1.457 -0.561
N -5.060 2.470 -0.796
O -3.153 1.260 -1.194
H -3.786 0.165 1.012
H -5.340 0.866 1.079
H -5.652 2.744 -0.038
H -4.809 3.066 -1.591
N -2.644 5.819 -2.922
C -2.932 4.526 -2.671
N -1.944 3.770 -2.116
O -4.037 4.052 -2.969
H -1.827 6.266 -2.552
H -3.429 6.322 -3.299
H -1.100 4.231 -1.833
H -2.292 2.906 -1.717
N -0.265 0.720 -0.936
C -0.085 0.058 0.217
N -1.252 -0.368 0.791
O 1.005 -0.370 0.625
H 0.558 1.141 -1.359
H -1.209 1.004 -1.156
H -1.231 -0.874 1.654
H -2.012 -0.423 0.134
N 3.829 3.099 -0.622
C 4.535 4.008 -1.362
N 5.486 4.668 -0.659
O 4.345 4.200 -2.557
H 3.790 3.145 0.379
H 3.133 2.555 -1.116
H 5.638 4.537 0.323
H 6.100 5.305 -1.132
N 3.314 0.667 2.191
C 2.951 1.502 3.211
N 3.895 1.679 4.170
O 1.851 2.041 3.222
H 4.189 0.187 2.322
H 2.773 0.434 1.373
H 4.802 1.259 4.113
H 3.657 2.301 4.920
N -5.162 -2.848 -0.089
C -4.123 -3.433 0.587
N -4.004 -4.761 0.381
O -3.332 -2.775 1.264
H -5.391 -1.954 0.318
H -5.855 -3.412 -0.542
H -4.807 -5.313 0.146
H -3.156 -5.271 0.598
N 3.725 0.950 -3.865
C 2.882 0.649 -2.835
N 3.086 -0.612 -2.353
O 2.113 1.503 -2.395
H 3.591 1.806 -4.374
H 4.504 0.361 -4.082
H 3.726 -1.224 -2.824
H 2.865 -0.895 -1.405
```

**SMILES string**: NC(N)=O.NC(N)=O.NC(N)=O.NC(N)=O.NC(N)=O.NC(N)=O.NC(N)=O.NC(N)=O.NC(N)=O
**LUMO**: 0.488 eV
**Orbital gap**: 9.529 eV

=====

--- x ---
A cluster of 9 separate species, C9H36N18O9 in total, computed with the ωB97M-V functional and the def2-TZVPD basis.

Structure (XYZ):
```
72
Properties=species:S:1:pos:R:3
N 3.010 1.424 4.001
C 1.775 2.036 4.325
N 1.231 2.890 3.363
O 1.232 1.727 5.440
H 3.702 1.684 3.330
H 3.176 0.567 4.497
H 1.602 2.862 2.420
H 0.350 3.362 3.360
N 0.081 -1.319 3.676
C -0.895 -1.155 4.670
N -0.505 -0.368 5.761
O -1.986 -1.766 4.681
H -0.041 -2.031 2.967
H 0.728 -0.570 3.552
H 0.240 0.350 5.631
H -1.087 -0.417 6.572
N -0.659 -5.018 0.434
C 0.138 -4.172 1.164
N 1.088 -4.836 1.950
O 0.080 -2.893 1.150
H -0.336 -5.953 0.317
H -1.362 -4.607 -0.160
H 1.089 -5.833 1.965
H 1.683 -4.309 2.555
N -2.584 -2.653 2.116
C -3.365 -3.709 1.708
N -4.301 -4.165 2.658
O -3.313 -4.205 0.580
H -2.551 -2.486 3.132
H -1.870 -2.312 1.503
H -4.458 -5.149 2.521
H -4.298 -3.700 3.548
N 0.213 -0.701 -5.339
C -0.197 -2.018 -5.490
N -0.743 -2.368 -6.725
O -0.244 -2.769 -4.507
H 0.378 -0.475 -4.371
H -0.064 0.036 -5.949
H -1.233 -3.239 -6.794
H -1.067 -1.614 -7.302
N -4.344 2.029 0.073
C -3.103 1.585 -0.357
N -2.048 2.114 0.357
O -2.973 0.822 -1.302
H -5.164 1.666 -0.365
H -4.328 2.688 0.820
H -1.124 1.795 0.077
H -2.071 2.793 1.085
N 1.642 -0.504 0.309
C 0.692 0.119 -0.441
N -0.386 -0.641 -0.767
O 0.777 1.359 -0.705
H 1.455 -1.468 0.556
H 2.530 -0.144 0.565
H -1.251 -0.204 -1.085
H -0.446 -1.594 -0.398
N 1.385 4.082 -0.022
C 2.323 5.022 -0.467
N 3.276 4.597 -1.409
O 2.411 6.187 -0.011
H 1.381 3.173 -0.460
H 0.771 4.319 0.724
H 3.770 5.301 -1.920
H 3.277 3.683 -1.833
N 1.160 2.180 -4.679
C 2.440 2.730 -4.817
N 2.772 2.996 -6.158
O 3.193 3.067 -3.878
H 0.846 2.168 -3.713
H 0.594 2.045 -5.481
H 2.161 2.729 -6.896
H 3.745 3.180 -6.314
```

**SMILES string**: NC(N)=O.NC(N)=O.NC(N)=O.NC(N)=O.NC(N)=O.NC(N)=O.NC(N)=O.NC(N)=O.NC(N)=O
**LUMO**: 0.186 eV
**Orbital gap**: 9.336 eV

=====

w (30.2 kcal/mol below the next structure)